1.
Molecular formula: C5H18N2O3
Method: DFT, ωB97M-V with the def2-TZVPD basis set

Each line ends with the Löwdin charge.
Atoms and positions in Å:
C 2.1625 0.6151 2.0351  -0.074
C 1.6122 0.2929 0.6531  -0.447
N 2.2780 1.0798 -0.4038  0.016
C 0.0990 0.5399 0.6011  -0.194
C -0.6834 -0.5151 1.3523  -0.136
C -1.1462 -1.6165 0.7585  -0.217
N -1.7750 -2.6655 1.3974  0.047
H 1.6779 0.0217 2.8210  0.076
H 2.0092 1.6614 2.2829  0.074
H 3.2366 0.4117 2.1108  0.075
H 1.8217 -0.7522 0.4292  0.138
H 2.1843 2.0743 -0.2314  0.088
H 3.2719 0.8568 -0.4614  0.090
H -0.0983 1.5103 1.0646  0.112
H -0.2112 0.5701 -0.4473  0.085
H -0.8334 -0.3449 2.4202  0.100
H -1.0367 -1.7692 -0.3081  0.111
H -1.9949 -2.5932 2.3752  0.083
H -2.3533 -3.2942 0.8713  0.080
O 0.7592 0.6272 -2.8788  -0.076
H 1.3003 0.0926 -3.4614  0.050
H 1.2736 0.7790 -2.0596  -0.002
O -1.6720 -0.8000 -2.7405  -0.100
H -2.3340 -0.1512 -2.4430  -0.005
H -0.8256 -0.3265 -2.8325  -0.021
O -3.1543 1.1893 -1.2724  -0.041
H -2.4943 1.8745 -1.1353  0.050
H -3.0737 0.6319 -0.4974  0.037

## Properties
- Energy above the lowest of the compared OMol25 structures with the same formula, charge and spin: 0.00 kJ/mol
- SMILES: C[C@H](N)C/C=C/N.O.O.O
- Max |F|: 0.6 eV/Å
- Energy: -14599.917 eV
- Orbital gap: 8.828 eV

2.
Molecular formula: C5H18N2O4
Method: DFT, ωB97M-V with the def2-TZVPD basis set

Each line ends with the Löwdin charge.
Atoms and positions in Å:
C 2.1471 1.4638 1.1078  0.029
C 1.9399 1.0696 -0.1389  -0.430
N 2.5802 1.7693 -1.2136  0.081
C 1.1530 -0.1362 -0.5514  -0.112
C -0.1971 0.3327 -1.1448  -0.341
N -0.8835 1.3116 -0.3073  0.036
C -1.1664 -0.8695 -1.3053  -0.210
O -1.1820 -1.7514 -0.1981  -0.072
H 2.7785 2.2991 1.3839  0.058
H 1.7436 0.9181 1.9512  0.043
H 2.3592 2.7481 -1.1090  0.080
H 2.3825 1.4146 -2.1354  0.072
H 1.6743 -0.7143 -1.3176  0.130
H 0.9637 -0.7650 0.2968  0.091
H -0.1015 0.7072 -2.1644  0.137
H -0.9962 0.9618 0.6371  0.070
H -0.4953 2.2407 -0.2326  0.090
H -2.1658 -0.4684 -1.4727  0.108
H -0.8962 -1.2854 -2.2779  0.126
H -1.6262 -1.2783 0.5027  0.070
O 0.8741 -3.5781 -0.1522  -0.066
H 0.1236 -3.1100 -0.5546  0.004
H 0.5907 -3.7157 0.7557  0.027
O -3.5585 1.0433 0.3839  -0.088
H -3.6032 0.0879 0.4023  0.009
H -2.8550 1.3010 -0.2561  0.006
O -0.3498 -0.5160 2.7645  -0.037
H -0.7785 -0.0193 3.4613  0.049
H -0.4550 -1.4613 2.8846  0.043

## Properties
- Energy above the lowest of the compared OMol25 structures with the same formula, charge and spin: 202.84 kJ/mol
- SMILES: C=C(N)C[C@H](N)CO.O.O.O
- Max |F|: 1.7 eV/Å
- Energy: -16646.344 eV
- Orbital gap: 8.532 eV

3.
Molecular formula: C5H18N2O4
Method: DFT, ωB97M-V with the def2-TZVPD basis set

Each line ends with the Löwdin charge.
Atoms and positions in Å:
C -1.0337 2.1386 -0.4211  -0.187
N -0.8274 0.8436 -0.9925  0.080
C -0.6147 0.7773 -2.4436  -0.163
C 0.6085 1.5488 -3.0254  -0.008
C -0.1854 -0.2605 -0.1143  -0.083
C 0.5750 0.2772 1.1400  -0.267
N 1.4697 -0.7038 1.8052  0.019
O -1.4520 2.2166 0.6883  0.185
H -1.0502 2.9186 -1.2170  0.177
H -1.5628 1.1363 -2.8679  0.150
H -0.5545 -0.2508 -2.8193  0.140
H 0.2063 2.4298 -3.3528  0.047
H 0.8891 1.1961 -4.0301  0.113
H 1.3863 1.4758 -2.2792  0.093
H -0.6834 -1.2997 0.0430  0.186
H 0.7101 -0.4884 -0.7621  0.137
H 1.1735 1.2144 0.8245  0.143
H -0.2278 0.5965 1.7762  0.073
H 1.0158 -1.6103 1.4622  0.078
H 1.2634 -0.7077 2.7763  0.052
H -2.0937 -0.2355 0.8200  -0.009
H -2.5519 0.3730 2.1427  0.069
O -2.5229 -0.4575 1.6546  -0.033
H -0.6707 -2.5015 3.6457  0.087
H -1.3348 -1.7935 2.4537  0.014
O -0.5812 -1.7241 3.0492  -0.072
H 2.9279 -2.6832 0.7525  0.020
H 2.8305 -1.7685 -0.5122  0.002
O 2.8910 -2.6575 -0.1963  -0.042

## Properties
- Energy above the lowest of the compared OMol25 structures with the same formula, charge and spin: 265.37 kJ/mol
- Net charge: +1
- Max |F|: 4.0 eV/Å
- Energy: -16635.976 eV
- 2S+1: 2
- Orbital gap (spin up / spin down): 8.803 / 4.283 eV

4.
Molecular formula: C5H18N6P
Method: DFT, ωB97M-V with the def2-TZVPD basis set

Each line ends with the Löwdin charge.
Atoms and positions in Å:
C 1.0144 -1.0425 -2.2752  -0.605
C 1.6827 -1.8316 0.9094  -0.112
C 0.9420 0.1497 2.1220  -0.132
C -2.6256 0.8564 -0.2119  -0.116
C -2.1540 -0.9321 1.2528  0.041
N 0.0114 3.5678 0.9582  0.008
N 1.2751 -1.6308 -3.4394  0.203
N 1.7255 -0.1667 -1.6184  0.010
N 0.8049 -0.6811 0.9364  -0.449
N -1.7953 -0.1776 0.3156  -0.238
N -0.0796 -1.2574 -1.5027  -0.041
P 0.1934 0.0841 -0.3951  1.011
H 1.5025 -2.4173 0.0143  0.065
H 2.7375 -1.5418 0.9354  0.088
H 1.4792 -2.4575 1.7815  0.090
H 0.6053 -0.4012 3.0030  0.087
H 1.9785 0.4534 2.2841  0.088
H 0.3348 1.0460 1.9991  0.044
H -2.5741 0.8204 -1.3015  0.085
H -3.6600 0.7788 0.1229  0.093
H -2.2081 1.8162 0.0968  0.072
H 0.1141 4.0277 0.0600  0.016
H -3.1340 -0.8787 1.7169  0.103
H -1.4518 -1.6694 1.6163  0.087
H -0.6572 4.1158 1.4915  0.018
H 2.1292 -1.4288 -3.9306  0.125
H 0.6473 -2.3044 -3.8424  0.121
H 2.5854 0.2320 -1.9571  0.107
H 0.9041 3.6463 1.4335  0.016
H -0.9234 -1.7149 -1.8057  0.117

## Properties
- Energy above the lowest of the compared OMol25 structures with the same formula, charge and spin: 0.00 kJ/mol
- Net charge: +1
- Max |F|: 0.8 eV/Å
- Energy: -23700.880 eV
- Orbital gap: 9.241 eV

5.
Molecular formula: C5H18NO2
Method: DFT, ωB97M-V with the def2-TZVPD basis set

Each line ends with the Löwdin charge.
Atoms and positions in Å:
C -0.2986 0.0601 0.0059  -0.157
C 0.0528 -0.0805 -1.4776  -0.167
C 1.5659 0.2240 -1.9150  -0.356
C 1.4995 1.6700 -2.4814  -0.074
C 2.5506 0.2274 -0.7379  -0.073
N -1.7361 -0.3239 0.3151  0.171
H -0.1033 1.0771 0.3855  0.141
H 0.3349 -0.5975 0.5943  0.118
H -0.5782 0.4248 -2.2103  0.104
H -0.0754 -1.1285 -1.7837  0.114
H 1.8454 -0.6972 -2.4679  0.140
H 0.6590 1.7331 -3.1899  0.070
H 2.1683 1.7167 -3.3582  0.096
H 1.4105 2.3963 -1.6915  0.086
H 2.0450 0.1921 0.2250  0.046
H 3.2834 -0.5574 -0.7467  0.077
H 3.0087 1.2352 -0.6660  0.090
H -2.3189 -0.1893 -0.5118  0.163
H -1.7633 -1.3595 0.3118  0.154
H -2.1138 0.1451 1.1628  0.164
H -2.8738 -1.5007 3.1284  0.039
H -3.1324 -2.7281 2.4112  0.075
O -2.8396 -1.8200 2.2116  -0.073
H -0.1510 -0.2881 4.0470  0.053
H -1.3273 0.5480 4.3099  0.053
O -1.1125 -0.3791 4.1294  -0.053

## Properties
- Energy above the lowest of the compared OMol25 structures with the same formula, charge and spin: 187.12 kJ/mol
- Net charge: +1
- Max |F|: 4.1 eV/Å
- Energy: -11054.640 eV
- Orbital gap: 10.843 eV

6.
Molecular formula: C5H18NO4
Method: DFT, ωB97M-V with the def2-TZVPD basis set

Each line ends with the Löwdin charge.
Atoms and positions in Å:
C 1.1517 0.7136 -0.6676  -0.089
N 1.6271 -0.5191 -0.0011  -0.219
C 1.8460 -1.5126 -1.0259  -0.142
C -0.3451 -1.8309 0.8648  -0.058
C 0.8749 -0.9596 1.1823  -0.338
C 0.4573 0.2407 2.1023  -0.276
O -0.8921 0.5439 2.2018  -0.126
H 0.4783 1.2870 -0.0372  0.049
H 0.6628 0.5000 -1.6185  0.071
H 2.0039 1.3724 -0.8533  0.077
H 0.9337 -1.9780 -1.4203  0.077
H 2.3728 -1.1087 -1.8944  0.077
H 2.5110 -2.3291 -0.7038  0.076
H -1.0733 -1.8232 1.6684  0.076
H -0.8596 -1.3775 0.0138  0.065
H -0.0242 -2.8309 0.5720  0.066
H 1.5892 -1.5726 1.7388  0.118
H 0.7862 -0.0725 3.1097  0.104
H 1.0784 1.1360 1.9464  0.105
H -2.8519 1.4347 -0.2427  -0.008
H -1.4175 0.5606 1.3303  0.025
O -2.0356 0.9318 -0.0818  -0.377
H -1.5825 0.3092 -1.4695  -0.024
H -2.5730 -0.3735 -2.3357  -0.004
O -1.6405 -0.1574 -2.3929  -0.171
H -0.4509 3.6687 -0.5145  0.002
H -1.3580 2.3990 -0.5683  -0.022
O -1.2689 3.3482 -0.9030  -0.133

## Properties
- Energy above the lowest of the compared OMol25 structures with the same formula, charge and spin: 6.63 kJ/mol
- Net charge: -1
- Max |F|: 1.3 eV/Å
- Energy: -15157.647 eV
- Orbital gap: 8.473 eV